21
Properties=species:S:1:pos:R:3:lowdin_charge:R:1 method="wB97M-V/def2-TZVPD" lumo_ha=-0.17395 orbital_gap_ha=0.122 total_charge=0
C -0.36 -2.39 -1.78 -0.069
C -0.04 -2.04 -0.54 -0.104
N 0.98 -0.61 2.33 0.222
C 0.67 0.70 1.98 -0.276
C -1.56 1.36 1.24 0.083
C -0.78 0.50 1.91 -0.193
H -0.90 -3.34 -1.90 0.058
H -0.04 -1.66 -2.50 0.008
H -0.13 -2.80 0.25 0.042
H 1.85 -0.67 2.89 0.100
H 0.95 1.49 2.75 0.174
H 1.05 0.93 0.97 0.159
H -2.64 1.41 1.28 0.073
H -1.15 2.06 0.51 0.062
H -1.18 -0.35 2.45 0.108
H 0.57 1.08 -1.90 -0.091
H 0.32 -1.03 -0.24 0.030
O 0.40 0.25 -2.79 -0.240
H 0.83 0.48 -3.66 0.019
H 0.48 2.62 -1.98 0.007
O 0.66 2.00 -1.27 -0.170

12
Properties=species:S:1:pos:R:3:lowdin_charge:R:1 method="wB97M-V/def2-TZVPD" lumo_ha=0.03276 orbital_gap_ha=0.389 total_charge=0
C -2.38 -0.63 -1.00 0.111
C -1.19 -0.76 -0.94 -0.157
C 0.19 -0.29 -0.98 -0.131
C 0.38 0.65 0.25 -0.422
C 1.26 0.20 1.41 -0.013
O -0.26 1.67 0.34 0.086
H -3.38 -0.32 -1.22 0.032
H 1.01 -1.00 -1.11 0.108
H 0.02 0.18 -1.96 0.133
H 1.69 1.08 1.90 0.086
H 2.05 -0.50 1.15 0.074
H 0.61 -0.28 2.15 0.094